ORCA calculation (ωB97M-V/def2-TZVPD) on 3 unconnected molecules or ions with the total composition C4H15NO3 at a distorted geometry.

Geometry as XYZ:
```
23
Properties=species:S:1:pos:R:3
C -0.51557 -1.25840 1.30077
N -0.41233 -0.18924 0.27894
C 1.13188 1.14079 -0.98447
C 0.64726 0.82701 0.40006
C 1.85113 0.31673 1.25109
O 3.14236 0.77700 0.84955
H -0.20328 -0.99789 2.31209
H -0.14048 -2.25347 1.03844
H -1.59030 -1.47358 1.23631
H -0.38829 -0.66088 -0.62107
H 0.44790 1.69233 -1.65421
H 1.42344 0.29355 -1.61969
H 1.99636 1.81884 -1.00674
H 0.23122 1.68706 0.92268
H 1.79981 0.64959 2.29483
H 1.89186 -0.77507 1.30258
H 3.58530 0.14452 0.28984
H -1.66791 -1.87597 -3.13228
H -2.72693 -1.94313 -1.94843
O -1.85662 -2.27847 -2.27470
H -3.56076 0.63470 0.35552
H -2.25785 0.66588 -0.43064
O -3.06008 1.21100 -0.26191
```

Summary:
Charge = -1
Molar mass = 125.17 Da
2S+1 = 2
Energy above the lowest of the compared OMol25 structures with the same formula, charge and spin = 140.7 kJ/mol
DFT total energy = -12021.831 eV
Kohn-Sham gap (alpha / beta) = 0.086 / 0.320 hartree